Record 1
The following is a DFT calculation (ωB97M-V with the def2-TZVPD basis set) of 3 unconnected molecules or ions with the total composition C4H14O2S in a non-equilibrium geometry.

## Properties
HOMO level, eV: -8.5
LUMO energy, eV: 0.62
Electronic energy, eV: -19305.061
SMILES: CCCSC.O.O

```
! wB97M-V def2-TZVPD RIJCOSX def2/J DEFGRID3
* xyz 0 1
S -0.15382 -0.10055 -1.02855
O 0.48677 -4.44150 -0.02180
O -3.23946 2.93178 -0.12960
C -0.15929 1.31541 -2.18405
C 0.49731 -1.04317 1.94740
C 1.37413 0.25622 -0.09220
C 1.09476 0.26139 1.40274
H -4.19102 3.01405 -0.22960
H 2.01357 0.43657 1.95779
H -0.11487 2.20823 -1.57275
H -0.10845 -3.78214 0.35579
H -0.56297 -1.16809 1.71685
H 0.30932 -4.33456 -0.96319
H 2.06209 -0.55375 -0.32141
H 0.67959 -1.05465 3.02460
H 1.02565 -1.87957 1.49094
H -1.13023 1.30014 -2.68748
H -2.88169 3.05441 -1.01300
H 0.47072 1.11771 1.63338
H 0.69309 1.28737 -2.84566
H 1.83479 1.17472 -0.44021
*
```

***

Record 2
The following is a DFT calculation (ωB97M-V with the def2-TZVPD basis set) of C3H4N2O3 in the gas phase in a non-equilibrium geometry.

## Properties
HOMO level, eV: -7.9
LUMO energy, eV: 0.26
Electronic energy, eV: -12298.224
SMILES: O=c1[nH]c(O)c(O)[nH]1

```
! wB97M-V def2-TZVPD RIJCOSX def2/J DEFGRID3
* xyz 0 1
O 0.46917 1.50255 1.55569
O 0.08526 -0.40119 -2.83953
O -0.93729 -1.25300 1.63847
N 0.40239 0.84800 -0.87082
N -0.56071 -1.09262 -0.69048
C -0.01410 -0.23004 -1.63540
C 0.24322 0.59364 0.54450
C -0.35126 -0.62599 0.61821
H -0.99335 -0.52212 2.31456
H -0.77378 -2.04316 -0.93342
H 0.99779 1.60014 -1.25965
H 1.43266 1.62378 1.55786
*
```

***

Record 3
The following is a DFT calculation (ωB97M-V with the def2-TZVPD basis set) of C4H13NSi2 in the gas phase in a non-equilibrium geometry.

## Properties
HOMO level, eV: -9.1
LUMO energy, eV: 0.91
Electronic energy, eV: -21601.472
SMILES: [SiH3][SiH2]NC1CCC1

```
! wB97M-V def2-TZVPD RIJCOSX def2/J DEFGRID3
* xyz 0 1
Si -1.83743 -0.77344 -0.23690
Si -3.59231 0.61805 -0.06738
N -0.43854 0.15761 0.06581
C 2.62072 0.53457 -0.48511
C 0.98037 -0.45413 0.59690
C 1.82708 0.75439 0.86465
C 2.00079 -0.93528 -0.47254
H -4.95136 -0.09061 -0.24158
H 1.30086 1.65835 1.15913
H 2.11795 1.08773 -1.27796
H -1.66026 -1.67564 0.89841
H 2.58457 0.37570 1.57695
H 0.84382 -1.10562 1.38892
H -2.20983 -1.64908 -1.42614
H -3.53659 1.15936 1.28542
H 1.48559 -1.07244 -1.38357
H 2.63901 -1.70564 -0.17531
H -0.41409 0.88373 -0.52104
H 3.68637 0.60378 -0.35040
H -3.44674 1.62862 -1.19825
*
```

***

Record 4
The following is a DFT calculation (ωB97M-V with the def2-TZVPD basis set) of a molecular structure, C4H10N2O in a non-equilibrium geometry.

## Properties
HOMO level, eV: -9.0
LUMO energy, eV: 0.71
Electronic energy, eV: -9335.486

```
! wB97M-V def2-TZVPD RIJCOSX def2/J DEFGRID3
* xyz 0 1
O 2.34458 1.78496 0.56621
N -0.32654 -1.64257 -1.43555
N -0.06111 1.59914 -0.67187
C 0.29134 0.58822 0.26916
C -1.27962 -1.23888 -0.40784
C 1.54384 0.96119 0.98098
C -0.68733 -0.42535 0.76939
H -2.03950 -0.65314 -0.92421
H -1.78759 -2.11152 -0.00889
H 1.32567 -0.05416 0.13907
H 0.54295 -1.93269 -0.99423
H 0.79355 2.11903 -0.86995
H -0.15955 -1.03754 1.49898
H -0.05092 -0.84342 -1.99770
H -0.65708 2.26671 -0.23052
H -1.49147 0.07020 1.32035
H 1.69876 0.54982 1.99661
*
```

***

Record 5
The following is a DFT calculation (ωB97M-V with the def2-TZVPD basis set) of 3 unconnected molecules or ions with the total composition C3H6N4O in a non-equilibrium geometry.

## Properties
HOMO level, eV: -7.4
LUMO energy, eV: -0.29
Electronic energy, eV: -11208.775

```
! wB97M-V def2-TZVPD RIJCOSX def2/J DEFGRID3
* xyz 0 1
O 0.50286 0.70743 -0.89683
N -0.13833 2.75799 0.07004
N -0.20072 0.36033 1.20499
N 0.44781 -1.34254 -1.69176
N -0.54961 -2.14583 1.26809
C 0.00975 1.45895 0.27769
C -0.15856 -0.88114 0.56544
C 0.09680 -0.57438 -0.71577
H -0.54419 -2.80823 0.35728
H -0.46334 3.41540 0.75657
H -0.29619 0.63583 2.27313
H -1.55823 -2.32203 1.08050
H 1.70897 -1.57681 -1.08612
H 0.52810 -0.43384 -2.93047
*
```

***

Record 6
The following is a DFT calculation (ωB97M-V with the def2-TZVPD basis set) of C6H12O in the gas phase.

## Properties
HOMO level, eV: -9.4
LUMO energy, eV: 0.98
Electronic energy, eV: -8463.274
SMILES: C=C(C)CCCO

```
! wB97M-V def2-TZVPD RIJCOSX def2/J DEFGRID3
* xyz 0 1
O -0.00010 0.62341 1.90504
C -1.25158 0.88049 1.29420
C -1.67659 -0.15599 0.21875
C -0.50910 -1.00826 -0.28276
C 2.03839 -0.88866 -0.51112
C 0.70816 -0.21081 -0.70745
C 0.61376 1.00992 -1.23873
H 0.67856 0.96196 1.30646
H -0.21624 -1.69915 0.51497
H 1.49469 1.58420 -1.51204
H -2.44115 -0.82609 0.62873
H 2.07657 -1.42580 0.44248
H -1.26716 1.88927 0.86086
H 2.19565 -1.62748 -1.30493
H -0.34978 1.47165 -1.43855
H -1.97044 0.87363 2.11561
H -2.15472 0.36073 -0.62371
H -0.83795 -1.63496 -1.12374
H 2.86904 -0.17806 -0.54409
*
```